[1]
Density functional theory data (ωB97M-V with the def2-TZVPD basis set) for a cluster of 9 separate species, C41H85N6O9 in total.

The HOMO-LUMO gap is 8.26 eV. The charge is +1. The value obtained for the energy is -2618.63925 hartree. The calculation puts the HOMO energy at -9.7 eV.

Each line ends with the Löwdin charge.
Geometry (Å):
N (4.34096, 4.35893, -3.75244)  -0.0949
H (-4.45894, 2.24027, 0.30371)  0.0748
C (-2.80970, -4.81973, 2.46533)  -0.1113
H (5.12048, 2.00085, -8.06747)  0.0913
N (3.34299, 1.00298, -5.96254)  0.0515
H (-2.96690, -6.82064, 1.39577)  0.1198
H (3.13055, -0.04409, 0.41548)  0.0565
C (2.44001, -0.80312, 0.66395)  0.0336
H (-6.26681, -0.84062, 2.33962)  0.0864
H (-5.24275, -1.15956, -2.17053)  0.1412
H (1.92616, 1.96882, -7.29133)  0.0895
H (0.51585, 5.45456, 5.91304)  0.0923
C (-2.82004, 1.12248, 4.56949)  -0.1665
C (4.03632, 5.31818, -2.81902)  -0.0324
N (-0.93985, 1.87153, 3.21411)  -0.1888
H (-1.65462, -0.30676, 5.90908)  0.1420
H (2.40818, 0.23818, -7.79157)  0.0748
C (-0.27488, -5.87331, 3.87578)  -0.2541
H (-0.57970, -3.26655, 3.62354)  0.0979
H (-2.43754, 3.14560, 4.02441)  0.1170
C (3.20314, 1.64229, 3.16534)  -0.7862
H (5.96293, 0.41009, -7.76777)  0.0897
H (-1.66005, -2.50907, 2.58178)  0.0812
H (6.73401, 1.94851, -1.32775)  0.0478
H (-0.98792, 3.93137, 5.16670)  0.0960
C (4.25347, 4.58956, -5.21853)  0.0369
H (-0.49076, -0.23052, 3.33918)  0.1289
N (-1.38148, -4.53388, 2.09129)  -0.2406
H (-1.87924, -2.35074, -3.83326)  0.1102
H (0.47284, 0.88312, 4.46887)  0.1006
C (-2.73679, -5.08132, 0.17102)  -0.1468
H (6.56562, 2.64718, 0.23228)  0.0618
H (0.49629, 2.96498, 5.32223)  0.1026
H (-4.41774, -5.85320, 1.37237)  0.1319
H (0.27834, -5.02578, 4.37211)  0.1357
H (5.17565, 2.30905, -3.70134)  0.1757
H (-3.51442, 3.64092, -0.19472)  0.0654
H (-3.37442, 0.31350, 4.05862)  0.1027
H (1.44515, -0.29537, 0.82085)  0.0961
H (-4.78073, 3.09858, -1.18115)  0.0765
H (5.30596, 1.97108, 3.28067)  0.0863
O (2.94962, -1.73892, -1.48779)  0.1150
H (0.47905, -5.32329, 1.87382)  0.1589
H (2.94108, -2.55066, -1.98476)  0.1094
C (-0.02604, 3.70736, 4.74641)  -0.2493
H (-0.07626, -2.86803, 2.04475)  0.0976
C (-3.86099, 0.66050, -1.59876)  -0.1404
H (4.28172, 2.56212, 0.11631)  0.0940
H (-4.67793, 0.92614, -2.25585)  0.1373
H (-3.43972, -3.95177, 2.51036)  0.1207
H (0.12613, 1.74946, -0.88874)  0.0579
C (-2.90415, -0.54866, -3.61515)  -0.0862
C (4.20663, 4.72585, -1.63179)  -0.0458
H (-3.38180, 1.59353, 5.36637)  0.1149
H (1.35289, 0.52114, -6.37849)  0.0839
C (4.63253, 1.10229, -6.31611)  -0.5588
H (0.28772, 1.08678, 1.75082)  0.0797
H (-4.84564, -2.86867, -3.75491)  0.1163
C (-0.90582, -3.25283, 2.60149)  -0.0102
C (2.20238, 0.94084, -6.96309)  -0.0420
H (-3.58357, -4.42288, -0.15233)  0.1188
H (-4.30132, 0.36612, -0.62458)  0.1202
C (-2.40253, 2.16032, 3.56282)  -0.0880
C (4.60839, 1.10446, 3.51275)  -0.0220
C (2.25813, -1.90029, -0.32123)  -0.5434
C (-0.44829, -5.68793, 2.39375)  -0.0962
H (-0.85976, -6.55938, 1.85398)  0.1446
H (-0.24010, -8.03305, 3.96758)  0.0921
C (-1.95544, -0.92023, -1.45652)  0.0100
C (4.67195, 3.21186, -3.16672)  0.0006
O (-3.50172, -1.95214, 1.09947)  -0.1044
O (1.57982, -2.86274, -0.08717)  0.0687
C (0.45325, 2.47765, -1.69043)  -0.0173
H (-2.54768, -5.80623, -0.60357)  0.1154
H (-0.42254, 3.88432, 2.65507)  0.1492
C (4.73638, 2.31951, -0.85575)  -0.1659
C (-3.92140, -2.67032, -3.20267)  -0.1268
H (4.38890, 0.45460, -8.45620)  0.0611
N (4.67576, 3.46849, -1.81860)  -0.0279
H (-4.27154, -2.07375, -1.01781)  0.1010
H (0.95319, 2.85911, 3.07627)  0.0855
H (-3.07757, -2.25426, -5.05656)  0.0997
H (-2.15184, 1.46087, -0.81320)  0.0599
C (-2.86832, -1.99685, -4.07017)  -0.1267
C (0.41038, -7.16762, 4.12984)  -0.0893
H (4.50311, 5.64954, -5.37837)  0.1024
H (-6.29623, -1.13966, 0.60487)  0.0809
H (-2.69487, 2.32151, -2.18215)  0.1134
H (6.26997, 0.87291, -0.02347)  0.1232
H (1.37800, 2.93717, -1.35465)  0.0564
H (-0.04003, 5.76412, 4.28801)  0.0869
H (-0.70546, 2.41123, 1.26066)  0.0774
H (-1.24167, -0.12756, -1.70803)  0.0673
C (0.64108, 5.07820, 4.86780)  -0.0798
C (-4.29953, -1.06852, 1.52525)  -0.7182
H (2.61224, -1.25059, 1.60207)  0.0833
H (-3.66598, -3.61006, -2.68951)  0.1051
H (4.94737, 3.89528, -5.72351)  0.0920
H (-0.39004, 3.18314, -1.78451)  0.0739
H (-1.52421, -1.90581, -1.63875)  0.1143
H (-1.21911, -5.78165, 4.33600)  0.0841
O (-4.02399, 0.09454, 1.93040)  -0.0654
C (-1.54961, 0.63647, 5.26317)  -0.1389
C (-1.57840, -4.25711, 0.60165)  -0.1068
C (5.03120, 0.96662, -7.75865)  0.0014
H (3.07167, 1.22484, -5.02689)  0.0795
H (-2.01535, 0.05108, -3.74235)  0.1045
H (-3.78522, -0.07153, -4.02813)  0.1375
H (1.29721, -7.21678, 3.46691)  0.0995
H (-2.80080, -5.19367, 3.53597)  0.1457
H (4.79718, 0.20383, 2.84248)  0.0820
O (2.31156, 1.39642, 3.98708)  -0.0708
C (6.15023, 1.95283, -0.44901)  -0.0680
H (3.59925, 6.30895, -3.14092)  0.1592
H (-0.59361, -4.48421, 0.19301)  0.1277
C (-5.77940, -1.45855, 1.54951)  -0.0202
H (-1.69298, -3.19248, 0.52860)  0.0872
C (-0.54807, 0.61680, 4.07597)  -0.0531
C (-3.01449, 1.80590, -1.30609)  -0.2153
H (-2.98175, 2.11473, 2.64890)  0.1052
H (3.22514, 4.29228, -5.44722)  0.1002
O (1.56938, 2.12447, -3.79472)  -0.0720
H (-6.01769, -2.50170, 1.63581)  0.0533
H (0.72252, -7.18968, 5.13498)  0.0650
C (-4.27296, -1.69811, -2.04189)  -0.0954
N (-3.24256, -0.63593, -2.16294)  -0.2332
C (-0.04115, 3.11549, 3.37478)  -0.1340
H (-2.08590, -0.87441, -0.37792)  0.0806
H (4.13964, 1.49186, -1.31707)  0.1332
H (-1.24726, 1.33782, 5.99443)  0.0835
H (1.58445, 5.25142, 4.40664)  0.0631
O (3.03821, 2.19349, 2.06840)  -0.0717
H (4.71035, 0.85149, 4.52924)  0.0371
H (4.19208, 5.13212, -0.60444)  0.1537
O (-0.09784, 0.70971, -3.15422)  -0.1108
H (-1.51446, 0.90755, 1.39018)  0.0732
O (5.53157, 1.36455, -5.49757)  -0.0369
C (-3.31781, -5.76408, 1.42129)  -0.1409
C (-0.71672, 1.48610, 1.76906)  0.0043
C (-3.98212, 2.74932, -0.54736)  -0.0578
C (0.65030, 1.73712, -3.02286)  -0.6927

[2]
Density functional theory data (ωB97M-V with the def2-TZVPD basis set) for a cluster of 5 separate species, C41H86FN5O12S in total.

The HOMO-LUMO gap is 8.98 eV. The charge is 0. The SMILES is CCCCN[C@@]1(C)OS(=O)(=O)O[C@@]1(CCF)CCc1ccccc1.COCCNCCOC.COCCNCCOC.COCCNCCOC.COCCNCCOC. The value obtained for the energy is -3288.29250 hartree. The calculation puts the HOMO energy at -8.5 eV.

Each line ends with the Löwdin charge.
Geometry (Å):
C (-3.41204, -0.46170, -8.89438)  -0.2171
O (3.52616, 2.04999, 0.04331)  -0.2097
H (1.53269, 2.63799, 3.71051)  0.0810
O (-7.04627, -0.30861, 2.34890)  -0.1944
O (1.09476, 1.90140, -0.27808)  -0.1449
O (7.21620, -1.19679, -0.98467)  -0.1949
H (-0.09590, 1.47811, 1.86100)  0.0949
H (-0.24997, 2.00519, -2.62331)  0.1140
H (3.32399, 1.21636, -4.16609)  0.1178
O (-4.78260, 0.87951, -5.55507)  -0.1968
C (-7.33514, -0.80745, 6.15287)  -0.2168
O (-3.55137, 1.73529, -9.87744)  -0.1975
C (-7.82709, 0.83152, 4.38699)  -0.2007
H (6.57499, 0.68858, -0.68033)  0.1140
H (1.38142, 2.49505, 5.47836)  0.0851
H (-2.83085, 0.94737, -7.56783)  0.0743
H (-5.49758, 0.04928, 0.42075)  0.0756
H (3.71932, -3.30986, -2.18536)  0.0652
H (-3.03820, -1.80317, -6.60907)  0.1192
H (-3.58630, -1.18404, 7.33705)  0.0797
C (-3.22362, 0.85502, -1.95822)  -0.2279
C (-0.74012, 1.46701, -1.81225)  -0.0682
C (-0.92712, -0.92702, 8.19910)  -0.2303
H (-8.17241, -0.51053, 6.79108)  0.1237
H (-6.60930, -2.11716, 7.67670)  0.1221
H (-6.01522, 0.10822, 4.93237)  0.0761
O (-1.39934, 0.34936, 8.58195)  -0.1708
C (-6.21575, -1.33388, 7.02243)  -0.2128
C (4.73949, -1.59477, -3.06676)  -0.2373
H (4.29723, -1.96084, -3.99586)  0.0989
H (-3.23192, -1.79642, 5.70957)  0.0913
H (-5.80587, -1.81735, 1.77898)  0.0805
C (8.67794, 0.78780, -0.95816)  -0.1973
H (7.24555, -3.16412, -0.47257)  0.0762
C (-5.27821, 2.10258, -2.24656)  -0.0768
C (-8.14939, -0.07324, 3.20373)  -0.2232
C (-5.18796, 1.79714, -6.55234)  -0.0928
H (0.87338, -1.73336, 5.19817)  0.1263
O (2.34337, -0.12352, -0.45387)  -0.1574
H (-5.79088, 1.31322, -7.32540)  0.0903
N (-6.88631, 0.34734, 5.38946)  -0.0505
H (1.81244, 0.36401, 4.16490)  0.1196
C (0.74231, 0.17009, 4.23726)  -0.2306
H (-1.08035, 1.79764, 7.10777)  0.0768
H (-3.56763, 2.27700, -3.52012)  0.1092
H (-1.95881, 2.59688, -8.83869)  0.0821
C (7.86282, -2.27546, -0.33640)  -0.0920
H (-3.24716, -0.53157, -0.30720)  0.1025
H (5.27826, -2.97009, -1.45619)  0.0445
H (-3.14080, -1.49548, -9.12716)  0.1237
H (-1.23936, -0.50207, -0.15700)  0.0998
C (-3.98525, 1.79725, -2.64434)  -0.0481
C (7.44404, 0.08071, -0.41375)  -0.2105
C (10.34700, 0.22880, 0.74840)  -0.2179
H (9.56290, -0.19020, 1.39519)  0.1096
H (8.66993, 1.82125, -0.59816)  0.1201
H (-0.66151, -0.87419, 5.43707)  0.1037
H (8.84653, -2.48698, -0.76603)  0.0756
C (-0.36979, 0.03213, 0.22727)  -0.0824
H (-8.59638, -1.02664, 3.51001)  0.1115
H (-7.67620, -1.63275, 5.51073)  0.1091
H (-1.81292, 0.67245, -3.51048)  0.1033
C (3.08854, 0.39462, -3.48892)  -0.1804
H (4.46901, 0.16828, -1.82593)  0.0873
H (-4.00888, -0.21108, 5.90752)  0.0809
H (-6.82495, -2.21518, 3.17338)  0.0898
H (11.87056, -3.58970, -0.28830)  0.0870
C (-5.07575, 0.53483, -0.44414)  -0.0642
H (1.48809, 1.56376, -2.98352)  0.1078
H (0.16167, 3.39448, 4.55158)  0.0909
C (-3.79297, 0.22473, -0.85912)  -0.0481
C (12.08703, -2.52297, -0.28272)  -0.1199
H (0.43147, -1.82994, -1.55934)  0.0993
H (11.78762, -2.09649, -1.24662)  0.0826
H (-8.89889, 0.44433, 2.59890)  0.1209
O (2.17067, 0.88606, 1.72002)  -0.2341
H (-1.24872, 2.22805, -1.22274)  0.1309
H (-2.63724, 1.82424, 7.94143)  0.0946
N (-2.71158, -0.05109, -7.68517)  -0.0497
C (-3.94763, -1.23088, 6.30443)  -0.1270
N (2.15061, 0.96551, -2.51839)  0.0323
H (0.49204, -1.02216, -3.12776)  0.1023
C (11.60895, -0.56731, 0.98900)  -0.2195
C (1.06573, -1.24994, -2.22835)  0.0387
H (5.81923, -1.65065, -3.20793)  0.0888
H (-6.83211, 1.70312, -0.80059)  0.1016
H (-1.55793, -1.33757, 7.40031)  0.0806
O (-5.18653, -1.90754, 6.22437)  -0.1869
H (8.57978, 0.83121, -2.04590)  0.1184
O (11.36905, -1.95595, 0.79336)  -0.1979
H (-3.47242, 0.01452, -10.97483)  0.1218
C (-3.15651, -0.72368, -6.47055)  -0.1996
H (2.63650, -0.38104, -4.12044)  0.1056
C (-5.82987, 1.47515, -1.13675)  -0.0756
C (-1.82189, 0.53924, -2.42778)  -0.1202
C (-3.03401, 0.42320, -10.05993)  -0.2194
C (-6.24372, -1.42207, 2.69662)  -0.1007
H (-5.42064, -1.13091, 3.35583)  0.0766
H (-5.79327, 2.56206, -6.06496)  0.0868
N (0.97275, -0.23089, 6.64260)  -0.0454
H (13.16575, -2.38496, -0.15811)  0.0872
H (5.21344, 0.45276, -3.37470)  0.1063
H (-1.26099, 0.19819, 2.15362)  0.1212
H (1.11244, -0.55788, 8.67920)  0.1183
H (1.91566, -1.85617, -2.52781)  0.0734
H (-7.41638, 1.76137, 3.98611)  0.1195
C (4.41395, -0.10126, -2.87780)  -0.1748
H (7.97623, -2.09100, 0.73502)  0.0927
C (-0.86589, 0.87490, 1.39094)  -0.1676
C (0.55188, -0.96077, 7.83203)  -0.1984
H (-1.62219, -0.51584, -2.24092)  0.1047
C (-4.57450, -0.45062, -5.98487)  -0.2188
C (-1.86998, 1.16914, 7.52901)  -0.0946
H (12.41310, -0.21867, 0.33483)  0.1216
H (-3.08019, 3.69183, -9.67442)  0.0877
C (0.43198, -0.75172, 5.39548)  -0.2039
S (2.38923, 1.26291, 0.35966)  0.6153
C (0.82371, 2.53012, 4.53587)  -0.1000
H (0.43163, -0.31381, 3.30876)  0.0943
H (11.92822, -0.42600, 2.02559)  0.1213
H (-5.86591, 2.81970, -2.80489)  0.1013
H (-1.94794, 0.44974, -10.18581)  0.1220
H (0.85374, -2.00736, 7.72095)  0.1181
H (10.51490, 1.26558, 1.05379)  0.1239
C (0.29478, 0.79842, -0.92066)  -0.3293
C (-2.56365, 2.73624, -9.74185)  -0.1185
O (0.01038, 1.38412, 4.36292)  -0.2042
C (4.39059, -2.50418, -1.87419)  -0.0950
H (0.69094, 0.73714, 6.73365)  0.0776
H (-4.33795, 2.29660, -7.02760)  0.0737
H (-8.76675, 1.08935, 4.88605)  0.1180
F (-1.91844, 1.70307, 0.99009)  -0.0324
H (-4.50494, -0.41578, -8.78527)  0.1100
H (7.45161, 0.00882, 0.68010)  0.1148
H (-5.81328, -0.53535, 7.65188)  0.1248
H (3.87313, -1.96066, -1.08612)  0.0601
H (-5.33162, -0.73401, -6.72596)  0.1119
C (1.47575, 0.06617, -1.61484)  -0.4665
H (0.29124, -0.73298, 0.63885)  0.1314
H (-1.89760, 2.75832, -10.61004)  0.0877
H (-2.47413, -0.43164, -5.66721)  0.1040
H (9.99176, -0.75465, -0.98075)  0.0737
H (-1.06290, -1.57305, 9.07090)  0.1245
H (-2.31199, 0.57428, 6.72403)  0.0553
N (9.98217, 0.20568, -0.66116)  -0.0507
H (-4.74452, -1.07874, -5.10575)  0.1237

Question: Which value of HOMO does entry 2 give?
Answer: -8.5 eV